(1)
DFT (wB97M-V/def2-TZVPD) results for a structure of composition C4H8Cl3GeIrO5S2.

```
24
Properties=species:S:1:pos:R:3:lowdin_spin:R:1
Ir 0.17 1.77 -0.01 0.71
O -1.26 2.72 -3.22 0.01
S -0.24 1.93 -2.65 0.00
O -0.81 0.97 -1.50 -0.01
O 0.54 2.84 -1.55 0.19
O 0.71 1.24 -3.43 0.00
O 0.05 0.57 1.56 0.10
S -0.26 -0.98 1.76 0.01
C 1.35 -1.80 1.52 0.01
C 1.14 -2.86 0.45 0.00
C 0.17 -2.26 -0.57 0.00
C -0.98 -1.69 0.25 0.00
H 1.68 -2.17 2.49 0.00
H 2.02 -1.01 1.19 0.00
H 0.71 -3.77 0.89 0.00
H 2.10 -3.13 0.01 0.00
H -0.21 -3.01 -1.27 0.00
H 0.65 -1.49 -1.15 0.00
H -1.66 -2.46 0.60 0.00
H -1.57 -0.90 -0.23 0.00
Cl -1.54 5.22 -0.24 -0.01
Ge -1.05 3.60 0.98 -0.01
Cl -2.59 2.98 2.24 0.00
Cl 0.88 3.69 1.89 -0.01
```

Output
energy relative to the best compared isomer or geometry (same formula, charge and spin) = 0.00 kJ/mol
total charge = +1
energy = -4891.402211 Ha
HOMO energy (spin up / spin down) = -13.985 / -14.046 eV
orbital gap (spin up / spin down) = 0.312 / 0.281 Eh
multiplicity = 2
LUMO energy (spin up / spin down) = -5.5 / -6.4 eV


(2)
DFT (wB97M-V/def2-TZVPD) results for a structure of composition C28H12CdCl5I2N2OS in a non-equilibrium geometry.

```
52
Properties=species:S:1:pos:R:3:lowdin_charge:R:1
Cd 0.37 -0.06 -0.46 1.31
I -3.62 3.70 -0.52 0.87
C -1.54 3.84 -0.58 -0.65
C -0.95 5.11 -0.46 -0.25
C 0.41 5.26 -0.55 -0.69
I 1.20 7.19 -0.33 0.85
C 1.24 4.14 -0.81 -0.21
C 2.64 4.19 -1.01 -0.04
C 3.33 3.05 -1.32 -0.06
C 2.63 1.83 -1.40 -0.22
N 1.35 1.74 -1.19 -0.01
C 0.64 2.87 -0.90 -0.15
C -0.80 2.66 -0.77 -0.48
O -1.24 1.48 -0.87 -0.22
H -1.58 5.97 -0.29 0.07
H 3.15 5.14 -0.94 0.06
H 4.40 3.07 -1.50 0.10
H 3.16 0.91 -1.64 0.07
S -2.43 -4.15 -0.84 1.07
C -3.68 -2.96 -0.72 -0.48
C -5.07 -3.11 -0.72 -0.10
C -5.85 -1.97 -0.63 -0.11
C -5.27 -0.70 -0.54 -0.08
C -3.89 -0.55 -0.56 -0.02
C -3.10 -1.69 -0.66 -0.30
N -1.70 -1.69 -0.71 0.03
C -1.21 -2.88 -0.81 -0.53
C 0.25 -3.16 -0.96 -0.29
C 0.71 -4.48 -1.00 -0.09
C 2.06 -4.74 -1.17 -0.11
C 2.94 -3.67 -1.32 -0.11
C 2.46 -2.37 -1.28 -0.17
C 1.10 -2.06 -1.10 -0.17
H -5.52 -4.10 -0.78 0.10
H -6.93 -2.07 -0.63 0.10
H -5.90 0.17 -0.46 0.10
H -3.40 0.42 -0.52 0.06
H 0.01 -5.30 -0.87 0.08
H 2.42 -5.76 -1.18 0.09
H 4.00 -3.86 -1.45 0.09
H 3.18 -1.56 -1.39 0.05
Cl -1.26 -0.12 2.23 0.64
C 0.43 -0.01 2.66 -0.72
C 1.34 0.16 1.62 -0.24
C 2.67 0.20 2.00 -0.67
Cl 3.91 0.36 0.75 0.68
C 3.09 0.11 3.33 -0.71
Cl 4.77 0.18 3.74 0.64
C 2.14 -0.05 4.33 -0.71
Cl 2.63 -0.17 5.99 0.64
C 0.79 -0.13 4.00 -0.71
Cl -0.41 -0.36 5.23 0.64
```

Output
energy relative to the best compared isomer or geometry (same formula, charge and spin) = 39.82 kJ/mol
total charge = -1
energy = -4721.361262 Ha
HOMO energy = -4.962 eV
orbital gap = 0.259 Eh
multiplicity = 1
LUMO energy = 2.1 eV


(3)
DFT (wB97M-V/def2-TZVPD) results for an isolated molecule of C3H3F3O in a non-equilibrium geometry.

```
10
Properties=species:S:1:pos:R:3:lowdin_charge:R:1
C -1.32 -0.88 0.07 -0.19
C -0.19 0.43 0.47 0.03
C 1.08 0.41 -0.31 -0.66
O -2.17 -0.79 -0.69 0.10
F 1.96 1.28 0.06 0.19
F 1.65 -0.81 -0.13 0.10
F 0.91 0.49 -1.68 0.10
H -1.20 -1.96 0.52 0.14
H -0.71 1.29 0.16 0.09
H -0.01 0.54 1.53 0.11
```

Output
energy relative to the best compared isomer or geometry (same formula, charge and spin) = 81.52 kJ/mol
SMILES string = O=CCC(F)(F)F
energy = -490.919653 Ha
HOMO energy = -10.323 eV
orbital gap = 0.413 Eh
multiplicity = 1
LUMO energy = 0.9 eV


(4)
DFT (wB97M-V/def2-TZVPD) results for a cluster of 2 separate species, C5H13BN2O6S2 in total.

```
29
Properties=species:S:1:pos:R:3:lowdin_charge:R:1
O -2.08 -1.82 1.84 -0.25
S -2.48 -0.98 0.74 0.60
O -3.86 -0.84 0.42 -0.24
O -1.93 0.48 0.99 -0.23
C -0.55 0.58 1.46 -0.16
C 0.34 -0.55 0.96 -0.18
C -0.01 -1.05 -0.44 -0.18
C -1.51 -1.45 -0.69 -0.65
S -2.17 -0.58 -2.16 0.86
B -1.69 -3.03 -0.99 -0.75
O -2.18 -3.90 -0.08 0.20
O -1.37 -3.50 -2.23 0.17
H -0.58 0.58 2.55 0.13
H -0.20 1.56 1.14 0.10
H 1.35 -0.16 0.93 0.10
H 0.33 -1.37 1.68 0.11
H 0.62 -1.91 -0.64 0.12
H 0.25 -0.29 -1.18 0.10
H -2.25 0.63 -1.59 -0.10
H -2.04 -3.63 0.83 0.09
H -0.75 -2.96 -2.72 0.09
C 2.55 2.81 0.26 -0.66
O 1.86 2.31 1.14 0.02
N 2.27 4.04 -0.26 0.16
N 3.65 2.18 -0.25 0.16
H 2.83 4.47 -0.98 0.09
H 1.48 4.53 0.10 0.11
H 3.89 1.29 0.14 0.10
H 4.23 2.58 -0.96 0.09
```

Output
SMILES string = O=S1(=O)OCCC[C@@]1(S)B(O)O.NC(N)=O
energy = -1580.638549 Ha
HOMO energy = -9.409 eV
orbital gap = 0.352 Eh
multiplicity = 1
LUMO energy = 0.2 eV